Entry 1:
Formula: C28H36FN3PRhS
Source: the Open Molecules 2025 dataset
Level of theory: ωB97M-V/def2-TZVPD

The spin multiplicity is 5. As for the expectation value of S²: 6.047. Its highest occupied orbital energy (alpha / beta) is -13.70 / -13.69 eV. As for the net charge: +2.

Element x y z (Å)
Rh1 0.12864 0.27344 0.67317
C1 -0.18773 4.08275 -2.12128
C2 0.13100 3.93276 -0.62847
C3 1.25298 2.90893 -0.40342
C4 -1.10274 3.75078 0.25790
C5 -1.57868 4.85948 0.95171
C6 -2.64211 4.75567 1.83667
C7 -3.21681 3.51826 2.08531
C8 -2.79452 2.37410 1.41378
C9 -3.45718 1.04395 1.76815
C10 -4.52051 0.59358 0.75818
C11 -2.48931 -0.09982 2.09643
C12 -1.77274 2.53486 0.46608
N1 -1.40455 1.41165 -0.33897
C13 -2.02287 1.27230 -1.50990
C14 -3.01468 2.19167 -1.98461
C15 -3.61859 1.99471 -3.19404
C16 -3.27830 0.88731 -3.98982
C17 -2.32237 -0.03918 -3.56139
C18 -1.73075 0.16751 -2.35489
F1 -0.82029 -0.70838 -1.90212
H1 0.69818 4.43013 -2.65611
H2 -0.98187 4.81379 -2.28276
H3 -0.49479 3.13722 -2.57368
H4 0.54889 4.88631 -0.30347
H5 0.99421 1.91950 -0.80566
H6 1.53467 2.83313 0.65166
H7 2.14608 3.20668 -0.95571
H8 -1.09213 5.81847 0.80272
H9 -3.00302 5.63535 2.35678
H10 -4.01298 3.43120 2.81722
H11 -3.98222 1.25045 2.70081
H12 -4.07685 0.23965 -0.17569
H13 -5.21168 1.40546 0.52374
H14 -5.10340 -0.22914 1.17672
H15 -1.99809 -0.49266 1.19511
H16 -3.04140 -0.94960 2.50119
H17 -1.74286 0.19011 2.84041
H18 -3.27402 3.04287 -1.36929
H19 -4.36560 2.69609 -3.54209
H20 -3.76317 0.74174 -4.94734
H21 -2.05353 -0.90103 -4.15950
C19 1.71279 -1.84791 -1.94204
P1 1.52739 -1.55697 -0.16068
C20 0.94889 -3.19866 0.39097
C21 3.25252 -1.28125 0.34397
H22 2.44577 -2.65074 -2.04538
H23 2.08186 -0.95827 -2.45173
H24 0.77403 -2.16011 -2.39079
H25 1.80622 -3.85533 0.54412
H26 0.32858 -3.61131 -0.40550
H27 0.35281 -3.16727 1.29830
H28 3.76242 -2.24176 0.43323
H29 3.33473 -0.74662 1.28687
H30 3.73416 -0.69448 -0.43970
N2 0.11297 2.90523 3.12973
C22 0.80625 1.82849 3.50755
N3 0.91166 0.68046 2.85082
C23 1.71601 -0.21791 3.61839
C24 1.99553 -1.54439 3.33307
C25 2.79517 -2.28980 4.18305
C26 3.32430 -1.72635 5.33703
C27 3.03530 -0.41114 5.65621
C28 2.22873 0.31414 4.79247
S1 1.67838 1.94689 4.99466
H31 -0.48991 2.88898 2.32775
H32 0.07878 3.71513 3.72320
H33 1.56964 -2.00320 2.46456
H34 3.00382 -3.32730 3.95086
H35 3.94744 -2.31859 5.99416
H36 3.41895 0.04001 6.56399

Löwdin atomic charge list, values in e, 2 entries: number 1, Rh, carries 0.95; number 2, C, carries -0.04

=====

Entry 2:
Formula: C28H36Ge2I2IrTe
Source: the Open Molecules 2025 dataset
Level of theory: ωB97M-V/def2-TZVPD

The spin multiplicity is 1. Its highest occupied orbital energy is -16.72 eV. As for the net charge: +3.

Element x y z (Å)
Ir1 -1.06433 0.36354 -0.65895
C1 1.37368 3.58969 2.44291
C2 1.04459 2.89630 1.13439
Ge1 -0.62279 1.72467 1.22610
C3 -2.15848 2.74478 1.85961
C4 -2.20262 2.99893 3.37146
C5 0.16089 0.49895 2.62305
C6 0.29477 -0.82719 2.46568
Ge2 0.36814 -1.33385 0.28000
C7 -0.81956 -2.86089 -0.09369
C8 -0.64381 -4.27206 0.45867
C9 2.23357 -1.50560 -0.21486
C10 3.05168 -2.59717 0.48789
C11 0.18401 -1.88071 3.36731
C12 -0.46576 -1.66241 4.63646
C13 -0.48586 -2.65931 5.56363
C14 0.13197 -3.89417 5.27512
C15 0.76084 -4.13935 4.04991
C16 0.76334 -3.16392 3.08799
H1 2.15909 4.32672 2.25901
H2 1.76761 2.90975 3.19995
H3 0.52876 4.13805 2.85528
H4 1.86417 2.28972 0.74918
H5 0.69860 3.59035 0.36048
H6 -3.03490 2.17482 1.53952
H7 -2.15427 3.67269 1.28340
H8 -2.24327 2.06579 3.93773
H9 -3.10092 3.56416 3.61861
H10 -1.35406 3.57752 3.73122
H11 0.72929 0.98603 3.42324
H12 -0.69180 -2.87667 -1.18562
H13 -1.83469 -2.50301 0.09262
H14 0.35931 -4.66651 0.29358
H15 -1.34090 -4.93858 -0.05102
H16 -0.88043 -4.33101 1.51984
H17 2.71444 -0.53390 -0.08021
H18 2.19029 -1.69471 -1.29284
H19 3.17436 -2.39450 1.55263
H20 4.05108 -2.63910 0.05646
H21 2.61028 -3.58724 0.36301
H22 -0.92200 -0.70471 4.85098
H23 -0.95697 -2.50407 6.52490
H24 0.12443 -4.67253 6.02960
H25 1.23753 -5.09278 3.86623
H26 1.25736 -3.33324 2.14507
Te1 0.93965 1.24992 -1.93384
C17 0.88956 -0.28878 -3.35529
C18 -0.26850 -1.05700 -3.48583
C19 -0.31033 -2.08861 -4.41144
C20 0.80175 -2.33894 -5.20768
C21 1.95039 -1.57038 -5.07513
C22 2.00411 -0.54228 -4.14006
C23 -0.12560 2.74016 -2.93893
C24 0.26428 4.05948 -2.73693
C25 -0.40738 5.06607 -3.41648
C26 -1.44456 4.74792 -4.28363
C27 -1.81551 3.42307 -4.48930
C28 -1.15455 2.40585 -3.81836
H27 -1.15843 -0.85296 -2.88609
H28 -1.20699 -2.68464 -4.52421
H29 0.76862 -3.13553 -5.93908
H30 2.80945 -1.76746 -5.70248
H31 2.90613 0.04967 -4.03927
H32 1.09360 4.30925 -2.08493
H33 -0.10729 6.09682 -3.28329
H34 -1.95691 5.53632 -4.81822
H35 -2.60635 3.18283 -5.18794
H36 -1.41264 1.37338 -4.01425
I1 -3.67564 0.51111 -1.51107
I2 -5.63346 0.73145 0.27822

Löwdin atomic charge list, values in e, 2 entries: number 1, Ir, carries 0.05; number 2, C, carries -0.13

=====

Entry 3:
Formula: C28H36HoP2Si
Source: the Open Molecules 2025 dataset
Level of theory: ωB97M-V/def2-TZVPD

The spin multiplicity is 5. As for the expectation value of S²: 6.006. Its highest occupied orbital energy (alpha / beta) is -9.96 / -9.94 eV. As for the net charge: +1.

Element x y z (Å)
C1 -1.45372 -1.60222 1.58126
C2 -1.31331 -2.54985 0.53478
C3 -0.27838 -3.47921 0.87176
H1 -1.97311 -2.63024 -0.31760
C4 0.18796 -3.14467 2.17220
C5 -0.53792 -1.98637 2.62017
H2 -0.56100 -1.60193 3.63958
H3 -2.20458 -0.80812 1.62881
H4 0.01113 -4.33979 0.27178
H5 0.88473 -3.72180 2.77818
Ho1 0.75662 -1.30656 0.61375
C6 0.44250 0.11216 -3.26423
H6 1.29410 -0.36289 -2.77692
H7 0.70190 1.12572 -3.58606
H8 0.16820 -0.46310 -4.16633
Si1 -1.16891 0.20542 -2.20565
C7 -2.91815 0.77129 -2.59878
C8 -3.85537 0.25515 -1.67715
H9 -3.64775 -0.69262 -1.16563
C9 -5.02888 0.95403 -1.39649
H10 -5.71880 0.55208 -0.65808
C10 -5.30005 2.14560 -2.07951
H11 -6.20451 2.70793 -1.83110
C11 -4.43501 2.58681 -3.09138
H12 -4.68472 3.48958 -3.64745
C12 -3.26236 1.87703 -3.39104
H13 -2.62106 2.17584 -4.22084
C13 -1.44661 -1.71552 -2.53198
C14 -2.64595 -2.21207 -3.04830
H14 -3.44414 -1.53041 -3.36480
C15 -2.83843 -3.59587 -3.19842
H15 -3.81850 -3.95696 -3.50886
C16 -1.78335 -4.48184 -2.96517
H16 -1.93118 -5.55783 -3.08961
C17 -0.54718 -3.97993 -2.55450
H17 0.29725 -4.65297 -2.40547
C18 -0.38308 -2.61223 -2.33561
H18 0.62799 -2.26008 -2.05871
H19 -0.53628 -0.35492 -0.75965
H20 -1.29623 1.20634 -1.08355
C19 2.70733 1.83745 -1.32712
P1 1.85547 1.36816 0.21440
C20 0.65139 2.73604 0.40347
C21 3.13858 1.90391 1.44259
C22 4.04219 2.94395 1.22623
C23 4.91428 3.33751 2.25109
C24 4.88862 2.68885 3.48327
C25 4.00735 1.62108 3.70066
C26 3.13337 1.23246 2.68970
P2 1.81747 -0.02758 2.93961
C27 2.51458 -1.14612 4.19525
C28 0.60278 0.98394 3.86240
H21 2.18585 1.43959 -2.19997
H22 3.71740 1.41028 -1.28900
H23 2.76866 2.93226 -1.40281
H24 0.30552 2.79479 1.44150
H25 1.13673 3.68053 0.12516
H26 -0.20868 2.55065 -0.25131
H27 4.07983 3.45729 0.26413
H28 5.60982 4.15691 2.07056
H29 5.54649 3.00691 4.28846
H30 3.99831 1.09976 4.65952
H31 2.45567 -0.67780 5.18655
H32 1.94914 -2.08681 4.20081
H33 3.55863 -1.37144 3.94018
H34 0.85545 0.93937 4.92810
H35 0.64485 2.02272 3.51630
H36 -0.41090 0.60036 3.70689

Löwdin atomic charge list, values in e, 2 entries: number 1, C, carries -0.20; number 2, C, carries -0.22

=====

Entry 4:
Formula: C28H36IrN4O2P2
Source: the Open Molecules 2025 dataset
Level of theory: ωB97M-V/def2-TZVPD

The spin multiplicity is 6. As for the expectation value of S²: 8.773. Its highest occupied orbital energy (alpha / beta) is -12.56 / -12.60 eV. As for the net charge: +2.

Element x y z (Å)
Ir1 -1.10709 0.86060 1.05913
C1 4.69283 2.22428 0.63286
C2 3.67574 3.08199 0.02644
C3 2.31954 2.64701 0.25508
C4 2.47623 1.16423 0.76775
C5 3.87311 1.11921 1.42343
C6 4.46102 -0.16633 1.03091
C7 5.46071 -0.09480 -0.02745
C8 5.58099 1.43781 -0.38569
C9 -2.70482 2.01241 1.50287
H1 5.37811 2.81005 1.27313
H2 3.89770 4.03824 -0.44719
H3 1.63997 2.71740 -0.60771
H4 1.85600 3.20162 1.08762
H5 1.68559 0.88395 1.47494
H6 2.44277 0.50065 -0.10260
H7 3.75636 1.29943 2.50660
H8 4.09563 -1.10398 1.43329
H9 5.23804 -0.72028 -0.89561
H10 6.42761 -0.47272 0.34283
H11 6.62162 1.75651 -0.25922
H12 5.30666 1.59595 -1.43739
H13 -2.43125 3.08304 1.47673
H14 -3.06761 1.80076 2.52305
H15 -3.56558 1.91684 0.82288
P1 -1.68911 -1.25114 1.14247
P2 -0.89165 0.92089 -1.10966
N1 -0.77306 -2.54507 1.77509
N2 -3.31632 -1.80269 1.58549
N3 0.35364 0.11135 -2.13671
N4 -1.44568 1.98842 -2.65973
C10 -1.79800 -1.64604 -0.59607
C11 -2.26106 -0.34515 -1.24018
C12 -0.28732 -2.57663 3.08885
C13 0.29448 -3.80929 3.34329
C14 0.11869 -4.60585 2.15414
C15 -0.56744 -3.82252 1.22753
C16 -4.18389 -1.14940 2.45497
C17 -5.41176 -1.80540 2.43268
C18 -5.30078 -2.89496 1.50557
C19 -4.00105 -2.89128 1.02564
C20 1.70508 0.41149 -2.36193
C21 2.25100 -0.52250 -3.24341
C22 1.19731 -1.40668 -3.62744
C23 0.05197 -0.96650 -2.98519
C24 -1.15571 1.74708 -4.00879
C25 -2.16080 2.27523 -4.82314
C26 -3.08975 2.91516 -3.94679
C27 -2.62952 2.72221 -2.64965
H16 -2.53053 -2.44072 -0.73512
H17 -0.81960 -1.98115 -0.93689
H18 -2.60792 -0.41667 -2.27873
H19 -3.03518 0.13922 -0.60971
H20 -0.42032 -1.71175 3.71869
H21 0.76987 -4.07702 4.27925
H22 0.44625 -5.62634 2.00740
H23 -0.91455 -4.07006 0.23183
H24 -3.82361 -0.28037 2.98328
H25 -6.27901 -1.51967 3.00086
H26 -6.07579 -3.58278 1.20929
H27 -3.54120 -3.54403 0.29303
H28 2.14801 1.31015 -1.95894
H29 3.26616 -0.53697 -3.61750
H30 1.23918 -2.22482 -4.34490
H31 -0.95814 -1.34018 -3.07206
H32 -0.25668 1.23924 -4.29931
H33 -2.21940 2.19884 -5.89967
H34 -3.98367 3.44915 -4.23808
H35 -3.01462 3.06382 -1.70661
O1 0.09458 1.83986 2.40888
C28 -0.10581 1.30504 3.57552
O2 -0.93929 0.40703 3.81236
H36 0.54208 1.75557 4.35342

Löwdin atomic charge list, values in e, 2 entries: number 1, Ir, carries 0.99; number 2, C, carries -0.24

=====

Entry 5:
Formula: C28H36N2O7
Source: the Open Molecules 2025 dataset
Level of theory: ωB97M-V/def2-TZVPD

The spin multiplicity is 1. Its highest occupied orbital energy is -7.79 eV.

Element x y z (Å)
C1 -2.61026 -3.16827 -2.89059
O1 -2.74764 -2.99713 -1.50102
C2 -1.88481 -2.15660 -0.85050
C3 -0.90932 -1.42034 -1.50966
C4 -0.01134 -0.61547 -0.82310
C5 1.04692 0.15825 -1.57260
C6 2.41547 -0.12097 -0.99299
C7 2.91917 -1.49892 -1.00026
O2 2.50797 -2.31644 -1.81082
C8 3.92046 -1.84161 -0.00339
C9 4.72053 -2.96065 0.08410
C10 5.49532 -2.79956 1.24452
C11 5.11323 -1.60349 1.79912
C12 5.56700 -0.90674 3.02922
O3 4.16457 -1.02853 1.05142
C13 2.96590 1.04741 -0.60708
O4 4.15617 1.36443 -0.09934
C14 2.03444 2.15608 -0.94821
O5 2.29970 3.33904 -0.80519
N1 0.91498 1.59942 -1.44986
C15 -0.10225 2.35915 -2.13021
C16 -1.53832 2.25433 -1.55352
N2 -1.90438 3.01232 -0.39377
C17 -1.76384 4.45466 -0.42390
C18 -0.49720 4.95328 0.28925
O6 -0.43429 4.44860 1.60888
C19 -0.40843 3.03882 1.59281
C20 -1.67411 2.47986 0.93154
C21 -0.07359 -0.56027 0.55961
C22 -1.06421 -1.25464 1.22490
C23 -1.99476 -2.04097 0.55102
O7 -2.89528 -2.66740 1.35463
C24 -4.17328 -3.04630 0.87201
C25 -5.02188 -1.88051 0.35762
C26 -5.61895 -0.99388 1.45622
C27 -4.53910 -0.22793 2.21512
C28 -6.61814 -0.01543 0.84039
H1 -1.61561 -3.54063 -3.15303
H2 -3.35766 -3.91148 -3.16476
H3 -2.81184 -2.23943 -3.43444
H4 -0.82153 -1.48703 -2.58198
H5 1.01891 -0.13010 -2.63149
H6 4.73770 -3.77315 -0.61255
H7 6.23602 -3.47223 1.62590
H8 4.75065 -0.83552 3.74727
H9 6.39171 -1.44954 3.48031
H10 5.88716 0.10520 2.78682
H11 4.17808 2.33817 -0.03237
H12 -0.14469 2.01818 -3.17217
H13 0.22649 3.40112 -2.12126
H14 -2.20337 2.58140 -2.36369
H15 -1.75553 1.20462 -1.34434
H16 -1.77772 4.80159 -1.45779
H17 -2.63315 4.87568 0.09864
H18 -0.51743 6.04070 0.38219
H19 0.40899 4.65655 -0.25572
H20 -0.34990 2.72078 2.63552
H21 0.48653 2.69059 1.05828
H22 -1.62694 1.39189 0.88752
H23 -2.53204 2.77462 1.55093
H24 0.63800 0.03219 1.11383
H25 -1.14058 -1.20777 2.29961
H26 -4.65216 -3.50350 1.74292
H27 -4.07341 -3.80275 0.08860
H28 -4.41567 -1.26541 -0.31044
H29 -5.83619 -2.30730 -0.23167
H30 -6.15480 -1.63798 2.16324
H31 -3.97952 0.41077 1.53411
H32 -3.84623 -0.91238 2.69495
H33 -4.99017 0.39934 2.98108
H34 -7.41329 -0.54752 0.32256
H35 -7.06789 0.60460 1.61219
H36 -6.11769 0.63632 0.12709

Löwdin atomic charge list, values in e, 2 entries: number 1, C, carries -0.07; number 2, O, carries -0.10

=====

Entry 6:
Formula: C28H36N3O2PS2W
Source: the Open Molecules 2025 dataset
Level of theory: ωB97M-V/def2-TZVPD

The spin multiplicity is 2. As for the expectation value of S²: 0.779. Its highest occupied orbital energy (alpha / beta) is -17.09 / -17.11 eV. As for the net charge: +3.

Element x y z (Å)
W1 0.27655 0.63902 -0.09186
C1 2.82620 3.52068 2.20533
C2 2.33385 2.36288 1.61170
N1 1.29145 2.35978 0.73677
C3 0.70900 3.55959 0.43395
C4 1.10560 4.73887 1.00259
C5 2.21180 4.71969 1.89705
C6 0.63184 6.00335 0.52235
C7 -0.27773 6.09095 -0.48092
C8 -0.68864 4.90245 -1.15507
C9 -1.45848 4.84207 -2.35228
C10 -1.74825 3.63916 -2.92716
C11 -1.25301 2.48431 -2.34702
N2 -0.49228 2.44616 -1.26854
C12 -0.21870 3.63721 -0.66357
H1 3.60301 3.47528 2.93562
H2 2.76877 1.41361 1.87468
H3 2.49589 5.71452 2.28937
H4 1.08954 6.82966 1.07666
H5 -0.65433 7.01207 -0.86230
H6 -1.75395 5.79528 -2.81284
H7 -2.42416 3.47966 -3.73801
H8 -1.44749 1.52318 -2.76397
C13 1.82719 -1.06691 5.68662
C14 0.37818 -1.00332 5.30436
O1 0.15799 -0.48880 3.95495
P1 -0.09475 -1.14679 2.58249
S1 1.48439 -0.90733 1.24487
S2 -1.44144 0.08135 1.47453
O2 -0.30002 -2.67409 2.89804
C15 -0.11028 -3.88994 2.08308
C16 0.98321 -4.68920 2.72735
H9 1.88365 -1.40329 6.72115
H10 2.34583 -0.11059 5.67538
H11 2.34686 -1.73362 5.04451
H12 -0.29629 -0.42779 5.94214
H13 -0.08141 -1.94480 5.42602
H14 0.12484 -3.59542 1.05603
H15 -1.05459 -4.40266 2.05643
H16 1.97756 -4.28371 2.65872
H17 1.00882 -5.68242 2.21852
H18 0.68296 -4.68883 3.81286
C17 -1.64680 -4.94182 -1.35157
C18 -1.79093 -3.46599 -1.30929
C19 -3.05033 -2.89772 -1.22313
C20 -3.26914 -1.52994 -1.21491
C21 -4.63534 -0.87491 -1.09282
C22 -2.13416 -0.71365 -1.39177
C23 -0.90092 -1.25719 -1.56708
C24 -0.66657 -2.67317 -1.46871
N3 0.22497 -0.35247 -1.67223
C25 1.34444 -0.31720 -2.72187
C26 2.04152 -1.71623 -2.79656
C27 0.77250 -0.03514 -4.07595
C28 2.26502 0.73934 -2.22093
H19 -0.69219 -5.21816 -1.70148
H20 -2.42822 -5.35083 -1.95333
H21 -1.73964 -5.35412 -0.33595
H22 -3.95551 -3.55482 -1.18451
H23 -5.27038 -1.58917 -0.71299
H24 -5.00131 -0.40327 -2.02457
H25 -4.55845 -0.04423 -0.38033
H26 -2.27375 0.38915 -1.56347
H27 0.36013 -3.06740 -1.60213
H28 1.42143 -2.45044 -3.30288
H29 2.38179 -2.03572 -1.80507
H30 2.93187 -1.60618 -3.41167
H31 0.07896 -0.86119 -4.33681
H32 1.59194 0.04834 -4.73132
H33 0.20547 0.88292 -4.02428
H34 2.72933 0.55531 -1.24918
H35 1.79962 1.72462 -2.32465
H36 3.11545 0.84001 -2.93914

Löwdin atomic charge list, values in e, 2 entries: number 1, W, carries 1.24; number 2, C, carries 0.03